{"formula": "C44H43N2NdO3P2", "method": "the ωB97M-V functional and the def2-TZVPD basis", "spin_multiplicity": 4, "e_homo_ev": [-13.5, -13.5], "e_lumo_ev": [-6.2373, -5.9247], "orbital_gap_ev": [7.27, 7.55], "s_squared": 3.760, "total_charge": 2, "elements": ["C", "C", "C", "C", "C", "C", "P", "C", "C", "C", "C", "C", "C", "Nd", "P", "C", "C", "C", "C", "C", "C", "C", "C", "C", "C", "C", "C", "C", "C", "C", "C", "C", "C", "C", "C", "C", "C", "C", "C", "H", "H", "H", "H", "H", "H", "H", "H", "H", "H", "H", "H", "H", "H", "H", "H", "H", "H", "H", "H", "H", "H", "H", "H", "H", "H", "H", "H", "H", "H", "H", "H", "C", "C", "C", "C", "C", "C", "O", "N", "C", "O", "N", "C", "O", "H", "H", "H", "H", "H", "H", "H", "H", "H", "H", "H"], "positions_angstrom": [[-4.5704, -0.2599, 0.3476], [-3.8513, 0.9407, 0.2149], [-4.2311, 1.8597, -0.7852], [-5.3431, 1.6067, -1.5850], [-6.0405, 0.4021, -1.4653], [-5.6397, -0.5355, -0.5047], [-2.2222, 1.1448, 1.0021], [-2.0373, 2.9107, 1.2923], [-1.1293, 3.6953, 0.5509], [-1.0702, 5.0691, 0.7817], [-1.9034, 5.6616, 1.7410], [-2.7876, 4.8749, 2.4886], [-2.8432, 3.4978, 2.2781], [-0.0211, -0.8151, 0.6680], [-0.8212, -1.9211, -2.0817], [-1.8094, -0.8871, -3.2019], [-3.0383, -1.3496, -3.7102], [-3.8528, -0.4946, -4.4599], [-3.4491, 0.8201, -4.7133], [-2.2713, 1.3040, -4.1485], [-1.4435, 0.4604, -3.4123], [0.8858, -2.0046, -2.6951], [1.9050, -2.3550, -1.7794], [3.2426, -2.1622, -2.1175], [3.5866, -1.7275, -3.4037], [2.5857, -1.4693, -4.3494], [1.2380, -1.6021, -3.9996], [-1.4390, -3.6070, -1.7638], [-1.7230, -3.9717, -0.4289], [-2.3222, -5.1965, -0.1441], [-2.5829, -6.1068, -1.1780], [-2.1781, -5.8086, -2.4829], [-1.5986, -4.5666, -2.7847], [-2.3627, 0.3559, 2.6528], [-3.6103, 0.0989, 3.2436], [-3.7007, -0.7433, 4.3524], [-2.5402, -1.2519, 4.9435], [-1.2863, -0.9178, 4.4275], [-1.1785, -0.1064, 3.2873], [1.6565, -2.7996, -0.8022], [4.0210, -2.3790, -1.3779], [4.6409, -1.5998, -3.6667], [2.8623, -1.1514, -5.3600], [0.4531, -1.3703, -4.7236], [-3.3267, -2.3850, -3.5340], [-4.8028, -0.8655, -4.8419], [-4.0681, 1.4708, -5.3380], [-1.9831, 2.3530, -4.2817], [-0.5098, 0.8408, -2.9961], [-1.5093, -3.2876, 0.4050], [-2.6002, -5.4281, 0.8838], [-3.0983, -7.0412, -0.9510], [-2.3203, -6.5462, -3.2751], [-1.2766, -4.3370, -3.8003], [-4.5196, 0.5144, 2.8043], [-4.6836, -0.9975, 4.7515], [-2.6188, -1.8958, 5.8217], [-0.3745, -1.2793, 4.9076], [-0.1722, 0.2402, 2.9596], [-0.4923, 3.2177, -0.1992], [-0.3783, 5.6869, 0.2068], [-1.8663, 6.7397, 1.9041], [-3.4427, 5.3298, 3.2334], [-3.5169, 2.8706, 2.8659], [-3.6500, 2.7723, -0.9214], [-5.6491, 2.3426, -2.3354], [-6.8794, 0.1787, -2.1293], [-6.1712, -1.4845, -0.4174], [-4.2930, -0.9884, 1.1140], [-1.9474, -0.4963, 0.0350], [-1.7204, -1.3585, -0.4207], [4.8008, -0.8274, 2.7424], [4.9649, -0.2135, 1.3721], [3.9167, 0.8545, 0.9504], [3.8806, 2.1061, 1.8842], [3.4167, 1.8620, 3.3054], [4.3183, 1.3544, -0.4533], [5.4536, 1.3305, -0.9019], [3.2932, 1.9347, -1.2075], [1.9611, 1.5548, -1.1428], [1.1085, 1.9128, -1.9467], [1.6597, 0.7011, -0.0970], [2.5582, 0.2846, 0.8105], [2.1263, -0.6744, 1.5625], [5.2236, -0.1894, 3.5228], [5.3287, -1.7855, 2.7721], [3.7427, -1.0131, 2.9477], [5.9534, 0.2702, 1.2941], [4.9440, -1.0088, 0.6094], [4.8973, 2.5382, 1.8610], [3.2118, 2.8419, 1.4095], [4.2327, 1.5170, 3.9465], [3.0385, 2.8040, 3.7142], [2.6100, 1.1228, 3.3464], [3.5594, 2.3789, -2.0848]]}

=====

{"formula": "C25H41F3O2P2Zr", "method": "the ωB97M-V functional and the def2-TZVPD basis", "e_homo_ev": -13.6, "e_lumo_ev": -8.7302, "orbital_gap_ev": 4.84, "total_charge": 2, "elements": ["Zr", "C", "C", "C", "C", "C", "C", "H", "H", "H", "C", "H", "H", "H", "C", "H", "H", "H", "C", "H", "H", "H", "C", "H", "H", "H", "C", "C", "C", "C", "C", "C", "C", "C", "H", "H", "H", "H", "H", "H", "H", "H", "H", "H", "H", "H", "P", "C", "C", "P", "C", "C", "C", "H", "H", "H", "H", "H", "H", "H", "H", "H", "H", "H", "H", "H", "H", "F", "C", "F", "F", "C", "O", "O"], "positions_angstrom": [[0.0000, 0.0000, 0.0000], [-0.9396, -1.7548, 0.9426], [0.3839, -2.0912, 0.4572], [0.6068, -0.4265, 2.0791], [-0.8139, -0.7217, 1.9205], [1.3328, -1.2823, 1.1961], [-2.2112, -2.4388, 0.5397], [-2.1327, -2.8635, -0.4651], [-3.0573, -1.7464, 0.5527], [-2.4406, -3.2628, 1.2288], [-1.9135, -0.0705, 2.7001], [-2.8886, -0.2681, 2.2463], [-1.7715, 1.0142, 2.7292], [-1.9387, -0.4440, 3.7330], [1.1691, 0.5705, 3.0439], [1.2951, 0.1262, 4.0407], [0.5030, 1.4344, 3.1334], [2.1454, 0.9335, 2.7110], [2.8249, -1.3914, 1.1016], [3.2113, -2.0725, 1.8719], [3.3052, -0.4193, 1.2431], [3.1334, -1.7865, 0.1296], [0.7219, -3.2250, -0.4637], [0.9406, -4.1447, 0.0978], [1.6008, -2.9920, -1.0721], [-0.1065, -3.4420, -1.1444], [-1.8092, 1.5270, -6.8751], [-1.8726, 0.1902, -6.8905], [-1.0381, -0.8138, -7.6420], [0.3141, -0.3290, -8.2099], [1.2519, 0.1877, -7.1454], [1.3113, 1.4087, -6.6008], [0.4846, 2.6373, -6.8767], [-0.8583, 2.4380, -7.6135], [-1.6380, -1.2337, -8.4647], [0.1469, 0.4147, -8.9910], [-0.8463, -1.6573, -6.9640], [-0.6782, 2.0878, -8.6315], [-2.5171, 2.0381, -6.2221], [-2.6429, -0.2646, -6.2664], [-1.3286, 3.4235, -7.7119], [0.2811, 3.1221, -5.9116], [2.0710, 1.5591, -5.8327], [1.0948, 3.3599, -7.4412], [0.7887, -1.1848, -8.7044], [1.9521, -0.5516, -6.7555], [-1.2082, 0.2993, -1.9062], [-2.8315, 1.1595, -1.9408], [-1.4920, -1.0750, -3.0997], [1.3664, 0.8335, -1.6189], [0.0156, 1.4075, -2.7574], [2.4130, -0.2652, -2.6634], [2.4881, 2.2634, -1.3477], [-2.8072, 1.9335, -1.1695], [-3.6190, 0.4401, -1.6941], [-3.0390, 1.6008, -2.9216], [-1.6367, -0.6974, -4.1179], [-2.3841, -1.6333, -2.7997], [-0.6393, -1.7584, -3.0821], [2.7609, 2.7530, -2.2888], [3.3960, 1.9115, -0.8469], [1.9705, 2.9636, -0.6872], [-0.2286, 2.4410, -2.4901], [0.1555, 1.3146, -3.8398], [3.3689, -0.4367, -2.1590], [2.6060, 0.1807, -3.6453], [1.9169, -1.2304, -2.7925], [-0.2262, 5.0193, 1.8933], [-1.2322, 4.1231, 1.5782], [-1.6804, 3.5266, 2.7420], [-2.2805, 4.8038, 0.9877], [-0.7013, 3.1001, 0.6239], [-0.2406, 3.5100, -0.5211], [-0.7347, 1.8215, 0.9540]]}

=====

{"formula": "C2H14NO3", "method": "the ωB97M-V functional and the def2-TZVPD basis", "e_homo_ev": -14.2, "e_lumo_ev": -3.1705, "orbital_gap_ev": 11.07, "total_charge": 1, "elements": ["C", "N", "C", "H", "H", "H", "H", "H", "H", "H", "H", "H", "H", "O", "H", "H", "O", "H", "H", "O"], "positions_angstrom": [[-0.7356, 1.4370, -0.5096], [0.5745, 1.9288, -0.9402], [1.1211, 2.7867, 0.4982], [-1.4775, 1.0062, -1.2175], [-1.0461, 2.0104, 0.2663], [-0.4312, 0.5599, 0.0278], [1.1836, 1.2593, -1.5146], [0.5154, 2.8342, -1.5902], [0.8090, 2.0457, 1.2585], [2.2568, 2.8450, 0.4208], [0.5367, 3.8657, 0.6131], [2.0845, -1.7672, -2.0739], [0.5842, -1.6458, -2.3401], [1.4384, -1.0427, -2.0252], [-2.0532, -1.4187, 2.1520], [-3.1206, -0.5948, 1.8831], [-2.2324, -0.5753, 2.1012], [-0.9088, -3.5685, 0.9453], [0.2791, -4.5660, 0.7221], [0.1006, -3.5956, 0.8112]]}

=====

{"formula": "C6H12O", "method": "the ωB97M-V functional and the def2-TZVPD basis", "e_homo_ev": -8.5, "e_lumo_ev": 0.4636, "smiles": "C=C(C)C(=C)C.O", "orbital_gap_ev": 8.91, "elements": ["C", "C", "C", "C", "C", "C", "H", "H", "H", "H", "H", "H", "H", "H", "H", "H", "H", "H", "O"], "positions_angstrom": [[-0.5303, -1.2829, -1.0247], [0.2579, -0.0256, -0.9132], [0.2364, 0.8179, -1.9594], [1.3129, 1.6028, 0.6061], [0.7969, 0.3667, 0.4046], [1.0326, -0.7082, 1.4147], [-1.3257, -1.1577, -1.7528], [-1.0035, -1.6013, -0.0885], [0.0733, -2.1313, -1.3545], [1.0487, 1.5490, -2.1367], [-0.5163, 0.9919, -2.7267], [2.0614, 1.7654, 1.3649], [1.0556, 2.3099, -0.1730], [0.1204, -0.9834, 1.9692], [1.8710, -0.6333, 2.0986], [1.0878, -1.5981, 0.8009], [-1.8750, 0.2791, 0.7297], [-3.2570, 0.4672, 1.2965], [-2.4472, -0.0282, 1.4444]]}

=====

{"formula": "C4H4N2S", "method": "the ωB97M-V functional and the def2-TZVPD basis", "e_homo_ev": -8.4, "e_lumo_ev": -1.4298, "smiles": "NC1=CC(=S)C=N1", "orbital_gap_ev": 6.97, "elements": ["C", "C", "C", "C", "H", "H", "H", "H", "N", "N", "S"], "positions_angstrom": [[1.4421, -0.2262, -0.1172], [0.3066, -1.0162, -0.2996], [-0.7727, -0.1527, -0.2571], [-0.1478, 1.1151, -0.2095], [3.2502, -1.3231, 0.1331], [3.4168, 0.3569, 0.5061], [0.2193, -2.0061, -0.3110], [-0.8932, 1.9007, -0.0481], [2.6961, -0.3780, 0.2851], [1.1634, 1.1822, -0.0061], [-2.3737, -0.1799, 0.1917]]}

=====

{"formula": "C3H3O2Y", "method": "the ωB97M-V functional and the def2-TZVPD basis", "spin_multiplicity": 2, "e_homo_ev": [-11.8, -12.0], "e_lumo_ev": [-5.0597, -5.5510], "orbital_gap_ev": [6.74, 6.44], "s_squared": 0.751, "total_charge": 1, "elements": ["O", "C", "C", "C", "H", "H", "H", "O", "Y"], "positions_angstrom": [[-0.9179, -0.1610, -0.5459], [0.9870, 0.1817, 1.0840], [-0.0968, -1.3025, -0.9493], [0.3552, -0.4732, 0.1204], [1.1577, 1.9068, 1.4939], [0.3359, -1.1998, -1.9490], [-0.5763, -2.2650, -0.7487], [0.2843, 1.4005, 1.3205], [-1.5292, 1.9125, 0.1741]]}

=====

no.,energy (eV)
1,-89289.7423
2,-58677.9790
3,-9924.5361
4,-8461.9500
5,-18025.7718
6,-8284.2270